Here is the molecule C3H4N2O2 from OMol25. Energies are from ωB97M-V/def2-TZVPD.

```
11
Properties=species:S:1:pos:R:3:forces:R:3
C 0.72450 -1.31711 0.60239 0.0621 -0.0641 0.0492
N 0.22234 -0.09643 0.00179 -0.0477 -0.0990 -0.1279
N 0.37429 1.12441 0.61660 -0.3248 0.0161 0.1759
C -0.50136 1.86900 0.05754 0.4702 -0.0356 0.2121
O -1.25833 1.25159 -0.88401 0.7068 -0.2071 -0.4584
C -0.66700 -0.02794 -1.03368 -0.0029 -0.1153 -0.0891
O -0.88456 -0.80723 -1.92330 -0.3458 0.5112 0.7185
H 1.81744 -1.36647 0.61014 -0.1846 0.1679 -0.0972
H 0.35951 -1.39671 1.63419 0.0631 0.0484 -0.2547
H 0.33365 -2.14902 0.01644 0.0461 0.0879 0.0211
H -0.56087 2.93571 0.24551 -0.4425 -0.3104 -0.1495
```
Positions in Å, forces in eV/Å.

Output
- structure (SMILES) = Cn1ncoc1=O
- HOMO-LUMO gap (eV) = 10.364
- ΔE to the lowest compared entry with this formula, charge and spin (kcal per mole) = 41.75
- strongest force on any atom (eV Å⁻¹) = 0.9
- charge = 0
- calculated total energy (Eh) = -376.697256
- LUMO level (Ha) = 0.0330